# C14H16BBrClNO5

The molecule C14H16BBrClNO5 (the ωB97M-V functional and the def2-TZVPD basis, OMol25).

SMILES: C#CCCC[C@]1(C#C)[C@](CB(O)O)(CC(=O)Cl)C(=O)N[C@@]1(O)Br
Largest force on an atom, eV/A: 2.438
E_tot, eV: -109744.737
Highest occupied orbital energy, eV: -9.797

```
! RIJCOSX wB97M-V def2-TZVPD def2/J DEFGRID3
* xyz 0 1
Br -1.54710 -1.21149 -3.62295
Cl -0.59297 -0.24141 4.11770
O -0.80264 3.72521 0.42771
O -0.37162 -2.49858 -1.66500
O -3.74872 -0.34756 0.43886
O 0.73693 2.34849 1.50018
O 1.25161 -0.33923 2.31938
N -2.54511 -1.56180 -1.11221
C 0.10648 -0.53182 2.46932
C -1.29621 1.00714 -1.87594
C 1.82721 -0.80219 -0.65538
C -1.19758 -1.39870 -1.64979
C 4.03808 -1.12576 0.41974
C -1.66205 1.37601 0.98497
C -1.93568 1.94239 -2.26121
C -0.87956 -1.04567 1.43253
C -2.69452 -0.57884 -0.04188
C 4.67158 -1.92391 1.04834
C 3.15002 -0.16209 -0.22158
C -1.29009 0.01109 0.36559
C 0.84718 0.25308 -1.22797
C -0.64425 -0.03874 -1.03120
B -0.52288 2.49446 0.97504
H -0.52873 -1.98555 1.01045
H -2.55858 1.80612 0.54923
H -1.79887 -1.27864 1.96956
H 1.40878 -1.44179 0.11753
H 2.09376 -1.46057 -1.48450
H 1.31649 2.89579 0.95902
H 1.01277 0.27141 -2.30578
H -2.69601 2.52988 -2.70247
H -2.50912 -2.44057 -0.58718
H -1.90585 1.18409 2.03621
H -1.71184 3.76224 0.12554
H 1.14746 1.23332 -0.86194
H 0.08156 -2.61447 -0.82132
H 5.10391 -2.70308 1.61374
H 3.65226 0.16300 -1.13732
H 2.99388 0.72873 0.38498
*
```

=====

# C14H16Br2F5N4OPdS3

A structure of composition C14H16Br2F5N4OPdS3 (the ωB97M-V functional and the def2-TZVPD basis, OMol25).

Largest force on an atom, eV/A: 3.039
E_tot, eV: -212409.152
Highest occupied orbital energy (alpha / beta), eV: -17.713 / -17.912
Relative energy (zero: lowest compared OMol25 entry of this formula, charge and spin), eV: 0.223

```
! RIJCOSX wB97M-V def2-TZVPD def2/J DEFGRID3
* xyz 3 5
Pd 0.67818 1.16558 -0.15102
Br 0.65730 1.37854 -2.86142
Br -1.91262 3.19732 -2.50173
S 0.49316 1.99191 2.00528
S -3.04851 -0.39631 0.49062
S 0.45535 -1.09682 0.45115
F -0.91865 -4.29283 -3.29655
F -1.33719 -3.08276 -0.96638
F 3.46655 -2.48671 -3.40148
F 3.05230 -1.15160 -1.19119
F 1.65996 -4.30675 -4.34521
O -2.45704 0.94422 0.21378
N 2.74970 1.72332 -0.15469
N 4.26494 2.68885 2.99320
N 3.14477 1.93270 1.21643
N 2.88065 2.69997 3.18581
C -3.00902 -0.64885 2.31677
C -0.20671 -2.74925 -1.60670
C 4.38668 2.16256 1.79670
C -1.22370 1.76085 -3.46132
C 0.01675 -3.38895 -2.84284
C -4.41579 -1.15355 2.61610
C -5.52367 -0.35746 1.83804
C 5.62619 1.72547 1.04667
C 2.18943 2.16428 2.21088
C 2.28336 -2.63422 -2.80650
C 1.30486 -3.40584 -3.39595
C -4.91362 -0.08880 0.44909
C 2.03987 -1.93117 -1.65798
C 0.76487 -1.88543 -1.02001
H -5.36355 -0.66194 -0.35031
H 5.62082 0.64653 0.97007
H 2.55303 3.06063 4.08771
H -5.08174 0.94153 0.21126
H 5.71180 2.15353 -0.00981
H -2.30010 -1.46300 2.44842
H -2.66617 0.15342 2.90440
H -4.65377 -1.21609 3.66120
H -5.81852 0.55615 2.43533
H -6.40959 -1.01350 1.76071
H -4.49357 -2.23450 2.26539
H -0.98830 2.06149 -4.48356
H -1.81152 0.89171 -3.39259
H 6.47279 1.81307 1.66770
H 2.65311 2.67585 -0.62491
H 3.42694 1.15686 -0.72056
*
```

=====

# C14H16Cl20FNO3Si

A cluster of 6 separate species, C14H16Cl20FNO3Si in total (the ωB97M-V functional and the def2-TZVPD basis, OMol25).

SMILES: CCC[C@H](C)[Si@H](CC=O)C(=O)NC(=O)F.ClC(Cl)(Cl)Cl.ClC(Cl)(Cl)Cl.ClC(Cl)(Cl)Cl.ClC(Cl)(Cl)Cl.ClC(Cl)(Cl)Cl
Largest force on an atom, eV/A: 3.031
E_tot, eV: -283451.540
Highest occupied orbital energy, eV: -10.021

```
! RIJCOSX wB97M-V def2-TZVPD def2/J DEFGRID3
* xyz 0 1
Cl 2.93788 -0.17107 -7.23863
Cl -2.16872 3.56278 8.24165
Cl -0.60921 1.15406 8.50580
Cl 3.49839 -2.98068 -7.56132
Cl 0.38138 -2.65289 -4.06726
Cl -1.41687 4.05462 -8.71541
Cl -2.08489 -1.56463 -3.04829
Cl 0.82426 2.35309 -9.32596
Cl -0.21324 3.33474 10.35394
Cl -4.20395 5.64973 3.72654
Cl -5.86494 4.35922 5.70206
Cl 0.64268 3.59289 7.61035
Cl -5.41922 3.10070 3.14360
Cl -0.10625 2.59951 -6.60054
Cl 2.08969 -1.55086 -9.63310
Cl -1.99075 -2.62468 -5.73541
Cl -0.65995 -0.13517 -5.10436
Cl -3.27448 3.27014 5.06473
Cl -1.69522 1.18643 -8.54774
Cl 0.79510 -2.09024 -7.10720
Si 0.10250 -1.65088 1.66502
F -3.33121 1.28215 0.29503
O -1.82671 -2.85041 3.68748
O -2.48435 2.55153 1.88674
O -2.18015 -1.08566 0.27279
N -1.14794 0.87491 1.02615
C 1.54486 -1.62406 0.44586
C 4.26518 0.29527 2.46475
C -1.27797 -0.55956 0.86865
C -0.59703 2.54669 -8.30120
C -2.34532 1.62704 1.11504
C 2.58100 -0.55521 0.77963
C 3.42616 -0.90123 1.98808
C -0.58774 -3.40318 1.75364
C 1.03161 -1.46049 -0.99111
C -1.08370 -1.74267 -4.49047
C -1.82565 -3.40889 2.61111
C -0.58851 2.91164 8.67948
C 2.32642 -1.69725 -7.88795
C -4.68949 4.09268 4.40613
H 2.11598 0.41477 0.92674
H 0.16666 -2.08097 -1.17258
H 2.80980 -1.21591 2.82258
H 4.06210 -1.74288 1.75588
H 0.16417 -4.05053 2.18616
H 1.80791 -1.81970 -1.65243
H 2.07293 -2.57169 0.47378
H 4.22457 0.41119 3.53403
H -0.50169 1.27945 0.36138
H 3.26144 -0.45618 -0.06195
H 3.96365 1.20254 1.96264
H 0.45965 -1.11928 2.98841
H -2.71971 -3.92865 2.24795
H 5.30181 0.12860 2.19669
H 0.85686 -0.42260 -1.24784
H -0.81976 -3.71827 0.74030
*
```

=====

# C14H16N6OS2Tc

A structure of composition C14H16N6OS2Tc (the ωB97M-V functional and the def2-TZVPD basis, OMol25).

Largest force on an atom, eV/A: 0.118
E_tot, eV: -49592.941
Highest occupied orbital energy (alpha / beta), eV: -21.367 / -22.019
Relative energy (zero: lowest compared OMol25 entry of this formula, charge and spin), eV: 0.235

```
! RIJCOSX wB97M-V def2-TZVPD def2/J DEFGRID3
* xyz 4 4
Tc -0.00350 0.36446 0.12704
S 4.72136 -0.42435 0.21604
S 0.10543 -0.88387 4.55033
O -1.93609 0.34510 -0.24066
N 2.12769 -0.08546 0.23385
N -3.02089 2.27102 0.09450
N 3.11723 -0.20526 -1.91614
N 0.17533 2.38344 -0.07454
N -1.94734 -0.68958 2.83253
N 0.23281 -0.22677 2.03844
C -0.62253 4.62181 0.13220
C 3.93456 -0.39383 1.69633
C 2.55591 -0.23737 1.54286
C -4.01553 0.61489 -1.40642
C -0.65230 -0.57489 3.00339
C 1.43834 4.20204 -1.00624
C 1.25141 2.86384 -0.74838
C 0.49018 5.10672 -0.54927
C 1.54627 -0.31351 2.52294
C -0.77232 3.26881 0.35437
C -2.01604 2.75683 1.04422
C 1.63204 -0.62439 3.86070
C 3.17388 -0.21510 -0.60428
C -2.95660 1.10490 -0.49686
H -1.78806 1.96317 1.75921
H 2.31410 4.52768 -1.55141
H 1.97583 2.13722 -1.08311
H -3.82640 2.85799 -0.09950
H -4.41690 -0.32248 -1.01283
H 4.48568 -0.51407 2.62064
H 2.52607 -0.74426 4.45950
H -4.82494 1.33277 -1.51992
H 2.24560 -0.22668 -2.42962
H -2.55560 -0.98636 3.58966
H 3.95269 -0.32748 -2.48210
H -1.38020 5.30587 0.49327
H 0.60869 6.17013 -0.72100
H -2.46862 3.56715 1.61141
H -3.57800 0.39452 -2.38258
H -2.36168 -0.64116 1.91057
*
```

=====

# C14H16NO4ReS3

A structure of composition C14H16NO4ReS3 (the ωB97M-V functional and the def2-TZVPD basis, OMol25).

Largest force on an atom, eV/A: 3.704
E_tot, eV: -59085.383
Highest occupied orbital energy (alpha / beta), eV: -12.238 / -12.005
Relative energy (zero: lowest compared OMol25 entry of this formula, charge and spin), eV: 0.953

```
! RIJCOSX wB97M-V def2-TZVPD def2/J DEFGRID3
* xyz 1 2
Re -0.02905 0.45024 1.46907
S 0.79580 -1.49962 0.46163
S 1.24971 0.47406 3.93946
S -0.78758 0.03793 3.55386
O 1.27268 1.72605 4.61322
O 1.83125 -0.69167 4.51099
O 1.17423 1.26279 -0.10425
O 1.68075 0.63989 2.48049
N 2.29577 0.56120 -0.27806
C -2.60816 -0.57991 0.51371
C -3.43354 -1.01000 1.68648
C 4.57568 0.51578 -0.88241
C -2.07984 0.75723 0.45306
C -1.89442 -0.92745 -1.77900
C 3.40430 1.20234 -0.69079
C -1.44103 2.75702 -0.95698
C -1.74156 -1.84701 -2.94594
C 4.61108 -0.85811 -0.65537
C -1.67638 1.28527 -0.81909
C -1.54591 0.42182 -1.88614
C 2.29432 -0.77293 -0.05364
C 3.46060 -1.50162 -0.24683
C -2.44275 -1.40130 -0.58403
H -4.16069 -0.23475 1.92954
H -2.81035 -2.42021 -0.54451
H -2.82096 -1.16364 2.57587
H -0.46279 3.03444 -0.55478
H -2.51482 -2.61349 -2.94398
H 5.52954 -1.41403 -0.78062
H 5.45822 1.05357 -1.19469
H 3.44239 -2.56255 -0.04270
H -1.77328 -1.30556 -3.88941
H 3.29692 2.26621 -0.83871
H -3.96143 -1.93561 1.47090
H -1.46879 3.05853 -2.00154
H -2.52794 1.47157 1.14626
H -2.19765 3.31222 -0.40344
H -0.77585 -2.35665 -2.88341
H -1.21847 0.80795 -2.84423
*
```

=====

# C14H16O

A cluster of 2 separate species, C14H16O in total (the ωB97M-V functional and the def2-TZVPD basis, OMol25).

SMILES: Cc1ccc(O)cc1.Cc1ccccc1
Largest force on an atom, eV/A: 1.118
E_tot, eV: -16824.934
Highest occupied orbital energy, eV: -8.396
Relative energy (zero: lowest compared OMol25 entry of this formula, charge and spin), eV: 0.301

```
! RIJCOSX wB97M-V def2-TZVPD def2/J DEFGRID3
* xyz 0 1
O 3.83742 0.49555 2.45493
C -2.73541 -2.27884 0.97215
C 3.19830 0.68017 -1.08520
C -3.17308 -1.02503 0.56711
C -1.17424 -0.78560 -0.74796
C 1.96396 1.40696 1.25215
C -4.54459 -0.55095 0.98727
C 1.45750 1.79966 -2.49300
C 3.19675 0.79634 1.28031
C 3.85503 0.45008 0.11047
C 2.01055 1.40828 -1.15174
C 1.40270 1.78148 0.02991
C -1.51742 -2.78149 0.52804
C -0.74720 -2.05087 -0.35434
C -2.37274 -0.27149 -0.28784
H 0.48821 1.36459 -2.73721
H 1.34793 2.88713 -2.55352
H 3.23582 0.67147 3.18471
H 1.40549 1.58394 2.16263
H -1.13838 -3.74675 0.85406
H -4.90158 0.22327 0.30067
H 3.63965 0.27447 -1.98317
H 4.84534 0.01930 0.18731
H -5.17256 -1.42436 1.07796
H -2.76908 0.69556 -0.59435
H -3.39692 -2.94184 1.51880
H 0.19662 -2.40910 -0.75892
H -0.54683 -0.18865 -1.38804
H 0.49346 2.36773 0.01707
H 2.15625 1.54494 -3.28408
H -4.54092 0.00410 1.93381
*
```